{
  "formula": "C10H20P",
  "method": "the ωB97M-V functional and the def2-TZVPD basis",
  "species": ["H", "H", "C", "H", "H", "H", "C", "C", "C", "H", "H", "C", "H", "H", "H", "H", "H", "H", "H", "C", "H", "H", "H", "C", "C", "H", "P", "C", "C", "H", "H"],
  "coordinates": [[-2.845, -2.072, 0.533], [-2.680, -0.601, -1.838], [-0.792, 1.409, 0.185], [-3.965, 0.021, 0.259], [1.652, 1.505, -1.854], [3.145, -1.983, 0.674], [2.159, 0.533, -1.663], [-2.101, 1.011, -0.387], [2.256, -1.686, 0.248], [-0.860, 2.110, 1.030], [3.771, 1.057, 0.984], [-1.785, -0.158, -1.346], [2.010, -0.375, -2.222], [-0.563, -1.738, -0.479], [-2.670, 1.828, -0.928], [-0.130, 1.958, -0.566], [2.102, -2.199, -0.749], [1.625, -2.003, 0.988], [0.001, -0.093, 1.599], [-2.228, -1.160, 0.770], [-3.009, 0.507, 1.653], [3.189, 0.673, -1.960], [2.299, 2.058, 1.140], [-2.892, 0.149, 0.625], [-1.143, -0.979, -0.186], [2.581, 0.475, 2.231], [1.641, 0.016, 0.016], [-0.171, 0.068, 0.547], [2.657, 1.022, 1.186], [-1.999, -1.527, 1.749], [-1.257, 0.176, -2.236]],
  "lowdin_charge": [0.149, 0.142, -0.174, 0.150, 0.069, 0.042, -0.166, -0.293, -0.156, 0.134, 0.083, -0.074, 0.045, 0.086, 0.171, 0.121, 0.094, 0.018, 0.120, -0.195, 0.124, 0.068, 0.050, -0.157, -0.270, 0.104, 0.948, -0.276, -0.190, 0.117, 0.115],
  "e_above_lowest_kcal_mol": 20.7,
  "homo_ev": -13.7143,
  "charge": 1,
  "lumo_energy_ev": -2.544
}

***

{
  "formula": "C10H20P2",
  "method": "the ωB97M-V functional and the def2-TZVPD basis",
  "species": ["H", "C", "C", "H", "C", "P", "H", "H", "C", "H", "H", "H", "H", "H", "H", "H", "H", "H", "H", "H", "C", "H", "C", "P", "H", "C", "H", "C", "C", "C", "H", "H"],
  "coordinates": [[0.411, 1.280, 1.293], [-1.761, 0.808, -1.388], [-0.911, -1.156, 0.124], [-0.785, -1.066, 2.273], [1.524, 0.061, -0.045], [3.075, 0.647, 0.750], [-0.919, -1.550, -2.045], [-1.915, -1.589, 0.162], [-0.235, -1.764, -1.145], [-0.403, 2.898, -0.779], [2.188, -1.720, -1.266], [-1.488, 1.441, 1.802], [-0.505, -2.715, 1.689], [-0.121, -2.888, -1.010], [0.743, 1.919, -1.858], [3.790, 1.179, -0.336], [-2.744, 1.731, 0.384], [-1.983, 1.801, -1.380], [1.763, -2.427, 0.940], [3.518, -0.700, 0.663], [-2.134, 1.014, 1.037], [-0.991, 0.571, -2.111], [0.326, 1.064, 0.174], [1.380, -0.765, -1.594], [1.287, 3.028, -0.532], [1.214, -1.563, 1.376], [-2.588, 0.218, -1.588], [-1.119, 0.405, -0.002], [0.521, 2.292, -0.771], [-0.262, -1.610, 1.412], [-2.692, 0.213, 1.592], [1.818, -1.052, 2.178]],
  "lowdin_charge": [0.123, -0.064, -0.364, 0.130, -0.813, 0.812, 0.073, 0.131, -0.300, 0.073, -0.125, 0.061, 0.139, 0.098, 0.090, -0.123, 0.099, 0.031, 0.082, -0.095, -0.029, 0.050, -0.383, 0.907, 0.062, -0.090, 0.070, -0.438, -0.092, -0.252, 0.089, 0.050],
  "e_above_lowest_kcal_mol": 44.9,
  "homo_ev": -7.8198,
  "lumo_energy_ev": 0.866
}

***

{
  "formula": "C10H20Si",
  "method": "the ωB97M-V functional and the def2-TZVPD basis",
  "species": ["H", "C", "H", "H", "H", "H", "H", "H", "H", "H", "C", "C", "C", "H", "C", "H", "C", "C", "H", "H", "H", "C", "C", "H", "H", "C", "H", "H", "Si", "H", "H"],
  "coordinates": [[-1.032, -3.419, -2.195], [0.053, -2.095, -0.973], [-1.233, 1.290, -2.110], [1.319, -2.658, 0.536], [0.879, -1.819, 3.074], [1.369, 1.910, -1.224], [-0.687, -1.605, 2.129], [-2.030, 3.249, -0.403], [-0.648, 3.143, 0.652], [2.850, -0.064, 0.845], [0.164, -1.031, 2.693], [2.309, -0.428, 1.651], [0.818, 1.015, -1.313], [1.780, -3.443, -0.869], [-0.198, 1.542, -2.407], [-1.864, -1.765, -1.759], [1.390, -2.482, -0.506], [-1.694, 2.841, 0.588], [-1.757, 1.109, 1.850], [2.679, -0.827, 2.591], [0.254, 0.991, -3.275], [-1.745, 1.361, 0.765], [-0.980, -2.485, -1.670], [-2.394, 3.350, 1.311], [-2.643, 0.920, 0.278], [1.007, -0.420, 1.600], [-0.153, -0.433, 3.466], [2.202, -1.635, -0.675], [-0.129, 0.352, 0.273], [-0.081, 2.630, -2.346], [1.522, 0.307, -1.636]],
  "lowdin_charge": [0.032, -0.248, 0.048, 0.038, 0.089, 0.031, 0.106, 0.080, 0.061, 0.038, -0.130, -0.029, -0.341, 0.076, -0.147, 0.059, -0.164, -0.196, 0.063, 0.077, 0.085, -0.342, -0.084, 0.087, 0.076, -0.508, 0.036, 0.102, 0.928, 0.059, 0.020],
  "e_above_lowest_kcal_mol": 100.2,
  "homo_ev": -7.0978,
  "lumo_energy_ev": 0.687
}

***

{
  "formula": "C10H21AsIrN7O3S4",
  "method": "the ωB97M-V functional and the def2-TZVPD basis",
  "species": ["H", "H", "C", "H", "C", "H", "N", "As", "C", "H", "N", "H", "C", "O", "N", "C", "H", "H", "N", "H", "N", "O", "C", "H", "Ir", "H", "C", "H", "S", "N", "C", "C", "H", "H", "H", "H", "S", "N", "C", "S", "H", "H", "O", "S", "H", "H", "H"],
  "coordinates": [[0.418, 2.505, 0.379], [-1.664, 4.574, 0.629], [0.724, 0.776, 2.960], [0.478, -4.330, -4.248], [-1.608, 2.553, -0.086], [2.378, 1.497, 3.912], [1.414, 1.671, 3.688], [3.995, -0.603, -3.478], [-0.080, -2.627, -0.318], [-2.901, 3.504, 1.270], [1.365, -0.251, 2.421], [-1.028, 2.392, 4.229], [-0.226, -4.607, -3.463], [-0.068, -2.418, 0.881], [-0.161, -3.651, -2.376], [-0.247, -3.985, -0.970], [0.262, -0.727, -3.635], [2.325, -0.429, 2.664], [0.063, -1.693, -1.309], [0.077, -5.580, -3.085], [-0.585, 0.972, 2.770], [-1.735, 0.147, -0.322], [-0.023, -2.336, -2.495], [0.054, -2.191, -4.516], [0.130, 0.339, -0.953], [0.929, -0.945, 1.802], [-1.295, 2.188, 3.188], [-1.293, 4.295, 2.936], [2.348, 0.775, -0.397], [-0.047, -1.687, -3.652], [-2.275, 1.208, 0.240], [-1.029, 3.428, 2.327], [-1.100, 0.280, 2.243], [0.933, 2.355, 4.245], [0.545, -4.666, -0.654], [-2.110, 2.902, -0.991], [1.917, 1.044, -2.331], [-0.181, 2.334, -0.427], [-1.840, 3.574, 1.027], [5.366, -0.499, -1.885], [-1.217, -4.412, -0.708], [0.048, 3.521, 2.150], [-3.229, 1.144, 0.975], [3.617, -2.571, -2.796], [-1.234, -4.684, -3.874], [-2.357, 1.951, 3.188], [0.150, 2.962, -1.156]],
  "lowdin_charge": [0.044, 0.125, -0.433, 0.091, -0.253, 0.132, 0.215, 0.153, -0.449, 0.127, 0.193, 0.119, 0.000, 0.043, -0.075, -0.006, 0.058, 0.130, -0.029, 0.102, 0.116, -0.196, -0.420, 0.117, 0.814, 0.075, -0.144, 0.124, 0.008, 0.230, -0.603, -0.159, 0.143, 0.111, 0.151, 0.164, -0.070, -0.103, -0.129, -0.084, 0.153, 0.103, 0.106, -0.118, 0.103, 0.131, 0.091],
  "e_above_lowest_kcal_mol": 19.3,
  "spin_multiplicity": 2,
  "homo_ev": [-9.9690, -9.6668],
  "charge": 1,
  "lumo_energy_ev": [-3.656, -4.644]
}

***

Energy per entry: -19975.4028 -29267.8120 -18566.5641 -134299.7971 eV